Record 1
DFT (wB97M-V/def2-TZVPD) results for C17H41NO20S4V as an isolated structure in a non-equilibrium geometry.

Summary:
total energy = -4768.5636 Ha
HOMO (spin up / spin down) = 0.194 / -1.697 eV
⟨S²⟩ = 0.7575
HOMO-LUMO gap (spin up / spin down) = 3.26 / 5.15 eV
E_LUMO (spin up / spin down) = 3.45 / 3.45 eV

Structure (ORCA input):
```
! RIJCOSX wB97M-V def2-TZVPD def2/J DEFGRID3
* xyz -2 2
V -0.107 0.647 1.391
S 2.960 3.622 -1.036
S -3.588 -1.124 -2.958
S 4.889 3.523 3.377
S -2.338 -6.869 -0.500
O 5.144 -0.662 -0.453
O 1.440 3.202 -1.483
O 5.747 4.382 4.229
O 3.809 2.383 -1.245
O 2.951 4.261 0.288
O 5.052 -0.521 -2.637
O -5.155 -0.639 -3.170
O -2.703 -0.234 -3.743
O 0.466 -0.257 3.331
O 3.485 3.978 3.172
O -1.370 -5.506 -0.402
O -2.512 -7.198 -1.950
O -0.059 -0.542 0.303
O 4.885 1.994 4.030
O -2.419 0.977 1.514
O -3.606 -2.577 -3.107
O 1.245 1.528 1.089
O 0.107 1.853 3.501
O -1.475 2.576 0.525
O -1.686 -7.865 0.361
N 4.544 -0.754 -1.524
C 3.379 4.929 -2.308
C -0.837 -3.247 -0.949
C 1.290 2.425 -2.688
C -3.369 -0.601 -1.198
C 4.848 -0.210 3.202
C -1.504 -4.549 -1.417
C 0.441 0.793 4.033
C -6.199 -1.270 -2.425
C -3.934 -6.360 0.220
C 0.154 1.419 -2.544
C 3.994 1.031 3.539
C -7.580 -0.859 -2.943
C 0.773 0.659 5.544
C 5.691 3.231 1.717
C 3.057 -0.880 -1.465
C -3.759 2.981 0.983
C -2.528 2.105 0.990
H 0.148 0.958 -1.557
H -0.141 0.769 6.127
H 3.098 5.924 -1.963
H 2.990 4.666 -3.292
H 1.399 1.412 6.022
H 5.542 0.035 2.399
H -6.194 -1.056 -1.357
H -4.067 -1.112 -0.534
H 1.033 -0.348 5.868
H -3.775 -5.967 1.224
H 0.208 -3.289 -0.644
H 2.903 -1.866 -1.026
H -3.536 0.476 -1.188
H 5.317 -0.645 4.085
H 0.327 0.544 -3.170
H 4.308 -0.997 2.675
H 2.186 1.841 -2.899
H 3.464 1.330 2.635
H -3.947 3.488 1.929
H 4.881 2.872 1.082
H -0.822 1.812 -2.827
H -8.336 -1.144 -2.212
H -4.684 -7.151 0.247
H -6.057 -2.351 -2.450
H -2.547 -4.318 -1.635
H 4.465 4.828 -2.300
H 2.554 -0.861 -2.432
H -1.394 -2.868 -0.092
H -2.404 -0.855 -0.760
H -0.998 -4.949 -2.295
H -7.569 0.217 -3.117
H 6.218 4.114 1.355
H 6.383 2.411 1.910
H -7.890 -1.441 -3.811
H 1.017 3.021 -3.559
H 3.221 0.825 4.280
H -4.645 2.401 0.725
H -3.633 3.730 0.201
H -4.454 -5.569 -0.320
H 2.695 -0.138 -0.753
H -0.884 -2.522 -1.762
*
```

Record 2
DFT (wB97M-V/def2-TZVPD) results for C21H35ClN3O6V as an isolated structure in a non-equilibrium geometry.

Summary:
total energy = -2841.0253 Ha
HOMO (spin up / spin down) = -7.066 / -7.182 eV
⟨S²⟩ = 2.0937
HOMO-LUMO gap (spin up / spin down) = 7.52 / 7.70 eV
E_LUMO (spin up / spin down) = 0.45 / 0.51 eV

Structure (ORCA input):
```
! RIJCOSX wB97M-V def2-TZVPD def2/J DEFGRID3
* xyz 0 3
V -1.309 -0.050 0.149
Cl -3.338 -0.584 0.962
O -0.600 1.723 -0.061
O -0.389 -0.409 1.977
O -0.543 -1.966 -0.459
O 1.570 -0.080 0.102
O 0.458 2.333 1.839
O 1.387 -0.305 -3.111
N 0.453 -4.005 -0.882
N -0.870 0.125 4.173
N 3.104 1.446 -0.675
C -0.008 3.066 -5.633
C 0.510 4.103 -4.828
C 2.564 0.174 -0.584
C -2.201 -1.449 -2.253
C 0.039 1.648 -3.691
C 0.685 3.953 -3.441
C -0.334 -1.093 4.773
C -0.264 1.845 -5.043
C 3.656 2.042 0.546
C -2.451 1.066 -1.707
C 0.449 -2.643 -0.811
C -1.723 0.907 5.047
C 0.340 0.180 -3.508
C -0.885 0.360 2.842
C -3.934 1.064 -1.965
C 1.479 -4.742 -1.615
C 0.221 2.472 0.635
C -1.776 -0.115 -1.679
C -0.542 -4.833 -0.202
C 3.784 1.836 -1.908
C 0.353 2.737 -2.831
H -1.870 1.945 -2.057
H -2.683 -2.019 -1.431
H 2.074 -5.377 -0.936
H -0.947 -5.577 -0.905
H 0.331 -1.576 4.057
H -4.140 1.490 -2.971
H 2.148 -4.034 -2.117
H -0.073 -5.377 0.634
H 1.404 -2.166 -1.119
H 3.489 1.141 -2.712
H 3.466 2.862 -2.170
H -1.966 1.850 4.552
H -1.366 1.295 2.490
H 4.887 1.836 -1.788
H -0.590 0.960 -5.619
H 0.675 3.289 0.047
H -1.135 -1.783 5.099
H 1.070 4.752 -2.815
H 3.158 1.592 1.413
H -2.651 0.355 5.281
H 0.366 2.606 -1.752
H 3.446 3.119 0.502
H -1.334 -1.996 -2.690
H -0.203 3.190 -6.703
H -0.662 -0.377 -3.665
H -4.428 1.667 -1.198
H -4.337 0.059 -1.930
H 0.217 -0.856 5.697
H 3.123 -0.591 -1.189
H -1.343 -4.199 0.179
H 0.734 5.055 -5.300
H 4.749 1.877 0.586
H -1.193 1.114 5.990
H -2.936 -1.171 -3.049
H 1.020 -5.411 -2.364
*
```

total energy of number 2 (C21H35ClN3O6V)? -2841.0253 Ha